No. 1
{
  "formula": "C20H43AlN2OP2",
  "method": "wB97M-V/def2-TZVPD",
  "species": ["Al", "P", "P", "N", "C", "H", "H", "C", "H", "H", "C", "H", "H", "C", "H", "H", "C", "C", "H", "H", "H", "C", "C", "H", "H", "H", "C", "C", "H", "H", "H", "C", "C", "H", "H", "H", "C", "C", "H", "H", "H", "C", "H", "H", "H", "C", "H", "H", "H", "C", "H", "H", "H", "H", "H", "H", "H", "O", "H", "H", "C", "C", "C", "N", "H", "H", "H", "H", "H"],
  "xyz": [[0.05854, 0.01651, -0.22574], [0.12358, -2.34979, -0.81989], [0.11611, 2.44188, -0.53173], [1.68475, 0.08707, -1.35635], [1.77560, -2.41724, -1.63496], [2.38295, -3.22364, -1.18431], [1.64624, -2.66438, -2.69979], [2.56281, -1.10716, -1.53293], [3.27271, -1.14779, -0.66881], [3.21491, -0.97507, -2.43506], [2.55941, 1.29757, -1.38860], [3.21101, 1.27570, -2.30063], [3.27023, 1.23568, -0.52633], [1.76802, 2.60754, -1.33346], [1.63714, 2.97866, -2.36139], [2.37483, 3.35609, -0.79198], [0.27166, 3.28554, 1.11124], [-0.92108, 2.97891, 2.02189], [-0.70251, 3.37633, 3.02497], [-1.10833, 1.90484, 2.12426], [-1.83801, 3.46555, 1.66631], [-1.09233, 3.33180, -1.59895], [-2.46225, 3.48040, -0.92681], [-3.18448, 3.80377, -1.69009], [-2.44891, 4.25362, -0.14627], [-2.83437, 2.54033, -0.50064], [-1.08613, -3.09773, -1.99066], [-2.45595, -3.32629, -1.34175], [-3.17829, -3.55173, -2.13879], [-2.82636, -2.44399, -0.80322], [-2.44399, -4.18851, -0.66190], [0.27726, -3.38924, 0.70682], [-0.91106, -3.18771, 1.65220], [-0.68879, -3.69865, 2.60165], [-1.83014, -3.62918, 1.24603], [-1.09747, -2.13236, 1.87924], [-2.19995, 0.00154, 0.11890], [-0.57056, 4.67141, -2.14009], [-0.45647, 5.41783, -1.34261], [0.38584, 4.56928, -2.66731], [-1.30822, 5.05659, -2.85879], [-0.56732, -4.36081, -2.69451], [-1.30630, -4.65338, -3.45369], [0.38884, -4.19333, -3.20805], [-0.45081, -5.19961, -1.99648], [0.54017, -4.87256, 0.41748], [0.86145, -5.34964, 1.35769], [-0.36975, -5.39277, 0.08395], [1.34169, -5.02776, -0.31825], [0.54328, 4.79157, 1.00618], [-0.36370, 5.35390, 0.73953], [0.86636, 5.14702, 1.99816], [1.34602, 5.03102, 0.29472], [1.16692, 2.80299, 1.54511], [1.17729, -2.96850, 1.19202], [-1.20882, 2.64283, -2.45502], [-1.19969, -2.30668, -2.75319], [-3.32231, -0.00985, 0.35290], [0.85005, 0.12908, -2.00633], [-0.45238, 0.11064, -1.76334], [0.04075, -0.45798, 4.84003], [1.16781, -0.16932, 3.87964], [0.78344, -0.11796, 2.55506], [0.45972, -0.07418, 1.44892], [-0.74998, 0.28231, 4.77092], [0.37738, -0.45666, 5.86994], [-0.40392, -1.43166, 4.65885], [1.61533, 0.77512, 4.11945], [1.92050, -0.92782, 3.96461]],
  "de_lowest_kj_mol": 0.0,
  "orbital_gap_ev": 8.055,
  "charge": 2,
  "e_lumo_ev": -5.99
}

---

No. 2
{
  "formula": "C12H34ClN2O8",
  "method": "wB97M-V/def2-TZVPD",
  "species": ["Cl", "O", "O", "O", "O", "C", "C", "C", "O", "C", "N", "H", "H", "H", "H", "H", "H", "H", "H", "H", "H", "H", "C", "C", "C", "O", "C", "N", "H", "H", "H", "H", "H", "H", "H", "H", "H", "H", "H", "C", "C", "O", "H", "H", "H", "H", "H", "H", "C", "C", "O", "H", "H", "H", "H", "H", "H"],
  "xyz": [[-19.05855, -0.61696, -2.39255], [-19.63272, -0.63011, -1.03550], [-17.71065, -0.07088, -2.52089], [-18.94024, -1.96723, -2.88065], [-19.95370, 0.03909, -3.32956], [-24.42059, -0.35700, 1.54004], [-25.04953, -1.76580, 1.77192], [-26.47295, -1.86282, 1.03824], [-26.88703, -3.23723, 0.94959], [-28.29921, -3.40268, 0.53311], [-24.16409, -2.75994, 1.27409], [-24.79047, 0.50857, 2.08966], [-24.52605, -0.16513, 0.47226], [-23.36961, -0.24366, 1.80591], [-25.17416, -1.97087, 2.83517], [-26.44343, -1.42041, 0.04250], [-27.13470, -1.25453, 1.65483], [-28.50202, -3.00883, -0.46281], [-29.00661, -2.90432, 1.19592], [-28.56087, -4.46077, 0.52519], [-23.52759, -2.06167, 0.91716], [-24.55167, -2.82883, 0.34398], [-20.24505, -2.32222, 6.12018], [-20.84106, -2.78390, 4.69340], [-19.75643, -3.42750, 3.85327], [-20.32023, -4.15779, 2.73859], [-19.26836, -4.35637, 1.78041], [-21.98656, -3.73571, 4.97169], [-19.32050, -1.76038, 5.98737], [-19.97083, -3.07816, 6.85601], [-21.02044, -1.72175, 6.59589], [-21.16371, -1.84622, 4.24089], [-19.31978, -4.09558, 4.59564], [-19.01844, -2.64377, 3.68224], [-18.48565, -4.96499, 2.23323], [-18.80784, -3.40100, 1.52882], [-19.61054, -4.84351, 0.86735], [-21.74967, -4.13435, 5.86894], [-22.68076, -3.07075, 5.28158], [-18.86526, 0.19678, -8.44638], [-18.08942, 1.36853, -7.77440], [-18.96655, 2.33817, -7.19911], [-19.46316, -0.46903, -7.82404], [-18.22097, -0.44526, -9.04704], [-19.62273, 0.57871, -9.13084], [-17.43037, 1.87972, -8.47616], [-17.40512, 1.10790, -6.96700], [-18.93374, 2.00697, -6.29866], [-24.71406, -3.79220, -5.05141], [-24.78473, -2.63262, -4.08230], [-24.00821, -2.94086, -3.00010], [-25.22190, -4.68276, -4.68112], [-23.73906, -4.14920, -5.38311], [-25.34171, -3.42541, -5.86359], [-25.82711, -2.51385, -3.78660], [-24.61516, -1.62541, -4.46293], [-23.14518, -2.60687, -3.25548]],
  "de_lowest_kj_mol": 266.5,
  "orbital_gap_ev": 8.328,
  "charge": -1,
  "e_lumo_ev": 2.57
}

---

No. 3
{
  "formula": "CF4InO3P",
  "method": "wB97M-V/def2-TZVPD",
  "species": ["C", "O", "O", "O", "In", "P", "F", "F", "F", "F"],
  "xyz": [[-1.35883, -1.43655, 0.22937], [-0.89296, 0.23112, -0.67758], [-0.28799, -1.49829, 0.85592], [-2.39927, -1.95142, 0.06660], [-1.65620, 2.09321, -0.12025], [0.65924, 0.36407, -0.19307], [1.40061, 1.49331, -1.04536], [0.09796, 1.64281, 0.85210], [1.74265, 0.09061, 0.93209], [1.28957, -0.75557, -1.17947]],
  "de_lowest_kj_mol": 26.4,
  "spin_multiplicity": 2,
  "orbital_gap_ev": [10.346, 6.464],
  "s2": 0.75,
  "charge": 1,
  "e_lumo_ev": [-6.21, -10.07]
}

---

No. 4
{
  "formula": "C44H121F2LiN12O15S2",
  "method": "wB97M-V/def2-TZVPD",
  "species": ["Li", "N", "S", "O", "O", "F", "S", "O", "O", "F", "C", "C", "C", "O", "C", "N", "H", "H", "H", "H", "H", "H", "H", "H", "H", "H", "H", "C", "C", "C", "O", "C", "N", "H", "H", "H", "H", "H", "H", "H", "H", "H", "H", "H", "C", "C", "C", "O", "C", "N", "H", "H", "H", "H", "H", "H", "H", "H", "H", "H", "H", "C", "C", "C", "O", "C", "N", "H", "H", "H", "H", "H", "H", "H", "H", "H", "H", "H", "C", "C", "C", "O", "C", "N", "H", "H", "H", "H", "H", "H", "H", "H", "H", "H", "H", "C", "C", "C", "O", "C", "N", "H", "H", "H", "H", "H", "H", "H", "H", "H", "H", "H", "C", "C", "C", "O", "C", "N", "H", "H", "H", "H", "H", "H", "H", "H", "H", "H", "H", "C", "C", "C", "O", "C", "N", "H", "H", "H", "H", "H", "H", "H", "H", "H", "H", "H", "C", "C", "C", "O", "C", "N", "H", "H", "H", "H", "H", "H", "H", "H", "H", "H", "H", "C", "C", "C", "O", "C", "N", "H", "H", "H", "H", "H", "H", "H", "H", "H", "H", "H", "C", "C", "C", "O", "C", "N", "H", "H", "H", "H", "H", "H", "H", "H", "H", "H", "H"],
  "xyz": [[5.06142, 20.82550, -16.64522], [6.31828, 19.39438, -16.45375], [7.39014, 18.95872, -15.40427], [8.67102, 19.54533, -15.67110], [7.33965, 17.62078, -14.86212], [6.84294, 19.80433, -14.14232], [6.38927, 18.00635, -17.41066], [5.41781, 16.99859, -17.12814], [7.69318, 17.61097, -17.88913], [5.83695, 18.66676, -18.73590], [3.13472, 16.78458, -20.68003], [2.11710, 16.36597, -19.59917], [1.16577, 15.28486, -20.05157], [0.57856, 15.58548, -21.31799], [-0.43381, 16.56652, -21.18065], [2.88790, 15.84692, -18.47153], [2.59210, 17.49715, -21.31216], [3.44732, 15.99870, -21.36818], [4.00317, 17.32535, -20.30430], [1.57976, 17.29111, -19.35695], [0.39351, 15.13768, -19.28165], [1.62578, 14.29566, -20.06323], [-0.08318, 17.54784, -20.84119], [-1.16725, 16.25199, -20.43208], [-0.89668, 16.70904, -22.15425], [2.45662, 15.92356, -17.54252], [3.82836, 16.19935, -18.38363], [10.13018, 18.30226, -11.99463], [10.32605, 17.27379, -10.89440], [10.27692, 15.82177, -11.32910], [8.96499, 15.53588, -11.80067], [8.82414, 14.22470, -12.26498], [11.58043, 17.44676, -10.14357], [9.33526, 17.95759, -12.66678], [10.95395, 18.50369, -12.68517], [9.82754, 19.28485, -11.62737], [9.50861, 17.41207, -10.18260], [10.38971, 15.24168, -10.40704], [11.04574, 15.53871, -12.05441], [7.83530, 14.09194, -12.70576], [8.94559, 13.46343, -11.48534], [9.50882, 13.97837, -13.08663], [12.38204, 17.24602, -10.72708], [11.63592, 18.39546, -9.79981], [4.93847, 17.63120, -12.11661], [5.50358, 16.97246, -10.85787], [4.40831, 16.69012, -9.82757], [3.95590, 17.89649, -9.30036], [2.99446, 17.73284, -8.27118], [6.12941, 15.69228, -11.21646], [4.60325, 18.64279, -11.87104], [4.07857, 17.11494, -12.55168], [5.64136, 17.71752, -12.94916], [6.25322, 17.64619, -10.42732], [4.82944, 16.02734, -9.05021], [3.65066, 16.00734, -10.24106], [2.60844, 18.69616, -7.94517], [3.47498, 17.24618, -7.41805], [2.16228, 17.15775, -8.68707], [6.47924, 15.30450, -10.34154], [6.98789, 15.90070, -11.71730], [8.55787, 22.68505, -18.28395], [7.04968, 22.77228, -18.15053], [6.41827, 23.71638, -19.14618], [6.98715, 25.01059, -19.12800], [6.45945, 25.84117, -20.11958], [6.35218, 21.49194, -18.36750], [9.04220, 23.61279, -17.96834], [8.79364, 22.71817, -19.35860], [9.07381, 21.80952, -17.89602], [6.78996, 23.11088, -17.14061], [5.34609, 23.84908, -18.95423], [6.54383, 23.28789, -20.15163], [6.88376, 26.84224, -20.08382], [5.37555, 25.95425, -19.98068], [6.61852, 25.44780, -21.13030], [6.72403, 20.78583, -17.74963], [6.55789, 21.15457, -19.31662], [-1.49095, 16.99263, -14.98595], [-0.12987, 17.09609, -15.66710], [0.78907, 15.92882, -15.29470], [2.11487, 16.30209, -15.66182], [3.09445, 15.43434, -15.13643], [-0.36750, 17.14009, -17.10854], [-2.14111, 17.77056, -15.39744], [-1.40680, 17.17800, -13.91305], [-2.05023, 16.07363, -15.16479], [0.32656, 18.01101, -15.26849], [0.46851, 14.96945, -15.71444], [0.78154, 15.80366, -14.20536], [4.07106, 15.82994, -15.41437], [3.00923, 14.42652, -15.55844], [3.10014, 15.35645, -14.04405], [-0.82136, 18.00074, -17.38302], [0.54216, 17.06103, -17.54854], [12.68211, 20.08713, -20.76090], [12.60322, 21.15636, -19.66534], [12.20942, 20.51472, -18.31652], [11.40414, 19.37571, -18.44187], [11.44088, 18.48313, -17.35181], [13.84885, 21.90499, -19.55987], [11.71718, 19.61970, -20.94463], [13.38462, 19.29608, -20.47662], [13.05630, 20.49819, -21.70060], [11.77808, 21.81754, -19.94673], [11.81217, 21.27943, -17.64311], [13.18740, 20.23914, -17.89186], [12.45979, 18.16637, -17.09598], [10.84593, 17.61901, -17.64142], [11.03053, 18.97807, -16.46539], [14.58738, 21.20830, -19.52211], [13.97750, 22.45289, -20.39972], [6.41831, 21.28421, -11.00567], [4.91283, 20.98793, -10.82257], [4.16241, 22.05956, -10.03432], [2.89801, 21.49335, -9.70367], [2.21549, 22.30875, -8.76475], [4.33707, 21.00046, -12.19340], [6.93515, 21.65724, -10.11942], [6.51414, 21.96493, -11.85043], [6.95319, 20.36264, -11.24489], [4.85100, 19.98921, -10.38633], [4.08340, 22.96950, -10.63312], [4.74960, 22.25345, -9.13193], [2.86757, 22.49485, -7.90292], [1.41374, 21.67784, -8.37844], [1.85159, 23.25969, -9.15862], [3.33408, 20.88145, -12.01974], [4.51136, 20.15819, -12.74252], [3.00264, 23.42825, -16.44246], [3.22381, 22.33340, -15.40423], [2.66298, 20.97985, -15.82828], [3.22230, 20.46480, -17.02977], [2.61535, 19.25650, -17.44663], [4.66316, 22.17944, -15.08551], [1.93160, 23.47412, -16.64052], [3.57319, 23.27899, -17.35846], [3.31269, 24.37376, -15.99256], [2.61607, 22.60129, -14.53159], [1.57063, 20.93954, -15.93611], [2.80912, 20.23424, -15.02883], [2.66552, 18.48557, -16.67398], [3.17095, 18.93990, -18.33298], [1.60180, 19.44383, -17.81915], [4.62706, 21.79786, -14.13174], [5.00725, 23.12593, -14.93840], [5.00477, 20.02878, -21.93355], [6.43166, 19.51104, -21.86602], [7.10582, 19.48243, -23.24617], [6.41633, 18.72124, -24.21836], [6.53106, 17.34060, -24.13526], [7.21607, 20.40632, -20.98209], [5.00296, 21.02991, -22.37368], [4.58228, 20.06383, -20.92977], [4.37904, 19.41825, -22.58783], [6.45839, 18.53211, -21.38212], [8.14333, 19.13624, -23.16061], [7.11582, 20.48739, -23.67513], [5.79432, 16.90560, -23.43862], [7.52051, 16.93780, -23.89055], [6.20854, 16.91012, -25.08855], [7.57050, 21.21915, -21.49303], [8.09339, 19.86501, -20.92810], [4.68447, 12.91151, -20.16462], [4.55527, 12.36289, -18.77301], [5.40576, 13.04520, -17.70996], [6.77749, 13.14249, -17.96105], [7.45181, 13.92346, -17.02634], [3.15429, 12.27691, -18.37089], [4.40727, 13.97052, -20.24871], [4.01768, 12.44278, -20.89035], [5.71133, 12.82966, -20.51785], [4.96404, 11.34668, -18.84419], [5.19357, 12.47475, -16.79286], [4.94290, 14.02375, -17.50836], [7.32316, 13.53543, -16.00745], [7.13740, 14.97128, -17.07242], [8.52453, 13.95440, -17.22687], [3.00205, 11.76512, -17.51003], [2.83172, 13.23016, -18.20542], [10.31693, 17.40701, -22.24422], [9.19670, 17.15913, -21.20571], [9.42667, 15.84037, -20.44083], [9.28866, 14.74661, -21.31334], [7.96176, 14.43338, -21.66256], [9.30793, 18.31158, -20.28467], [10.08197, 18.25554, -22.87969], [10.47830, 16.50449, -22.84030], [11.24572, 17.49761, -21.68058], [8.20757, 17.17249, -21.66290], [8.67921, 15.76607, -19.63859], [10.39255, 15.87421, -19.93269], [7.24898, 14.56758, -20.84758], [7.93249, 13.42400, -22.06954], [7.65536, 15.06691, -22.50556], [10.25067, 18.52565, -19.97727], [8.85617, 18.09311, -19.39126]],
  "de_lowest_kj_mol": 0.0,
  "orbital_gap_ev": 8.555,
  "charge": 0,
  "e_lumo_ev": -0.04
}

---

No. 5
{
  "formula": "C3H7NO4S",
  "method": "wB97M-V/def2-TZVPD",
  "species": ["C", "O", "S", "C", "O", "C", "N", "O", "O", "H", "H", "H", "H", "H", "H", "H"],
  "xyz": [[-1.46911, -1.54785, -0.79780], [-0.60845, -1.07807, 0.10980], [-0.07074, 0.44689, -0.15496], [-0.60383, 1.24625, 1.39714], [-0.89487, 0.98870, -1.21660], [1.56992, 0.57012, -0.72710], [2.29942, -0.09944, 0.21305], [3.52242, -0.16529, 0.16234], [1.55429, -0.53704, 1.15756], [-1.82193, -2.58122, -0.48678], [-2.24170, -0.73782, -1.12317], [-0.99379, -1.71103, -1.89126], [-0.95417, 2.17985, 1.15702], [-1.34945, 0.66794, 1.86438], [0.25119, 1.28819, 1.99428], [1.81079, 1.06981, -1.65790]],
  "de_lowest_kj_mol": 661.0,
  "orbital_gap_ev": 9.874,
  "charge": 0,
  "e_lumo_ev": 0.30,
  "smiles": "CO[S@](C)(=O)=C[N+](=O)[O-]"
}